No. 1
Molecular formula: C3H7O5PS
Method: DFT, the ωB97M-V functional and the def2-TZVPD basis

Properties
**HOMO energy**: -9.450 eV
**Relative energy (zero: lowest compared OMol25 entry of this formula, charge and spin)**: 3.323 eV
**HOMO-LUMO gap**: 9.71 eV

Last column: Löwdin charge in e.
Atoms and positions in Å:
C  -0.86  1.75  -0.50  -0.214
C  0.14  2.14  -1.33  0.063
C  0.99  -1.88  0.57  -0.162
O  -2.33  -1.58  -1.27  -0.492
O  -3.43  1.37  0.65  -0.377
O  -2.87  -0.85  1.24  -0.220
O  -1.31  0.47  -0.38  -0.458
O  -0.43  -1.90  0.32  -0.431
P  -0.91  -1.30  -1.14  0.779
S  -3.12  0.13  0.02  1.018
H  -2.18  -1.51  1.18  0.047
H  -1.43  2.30  0.18  0.086
H  0.70  1.57  -2.00  0.036
H  0.44  3.14  -1.29  0.042
H  1.28  -2.70  1.33  0.104
H  1.22  -0.77  0.86  0.111
H  1.68  -2.07  -0.29  0.069

No. 2
Molecular formula: C26H19N3O2S5W
Method: DFT, the ωB97M-V functional and the def2-TZVPD basis

Properties
**HOMO energy (alpha / beta)**: -12.780 / -12.781 eV
**Charge**: +2
**Relative energy (zero: lowest compared OMol25 entry of this formula, charge and spin)**: 0.000 eV
**HOMO-LUMO gap (alpha / beta)**: 4.96 / 4.97 eV

Last column: Löwdin charge in e.
Atoms and positions in Å:
W  -0.63  0.08  0.13  1.006
C  0.50  0.23  4.42  0.028
O  1.68  -0.19  3.62  0.112
C  1.32  -0.14  2.38  -0.295
N  0.07  0.09  2.12  -0.037
C  -0.67  0.16  3.41  -0.216
C  -1.63  1.31  3.44  -0.236
C  -2.96  1.09  3.78  -0.024
C  -3.86  2.15  3.79  -0.046
C  -3.44  3.42  3.44  -0.050
C  -2.11  3.64  3.09  -0.056
C  -1.21  2.59  3.09  -0.062
C  2.24  -0.38  1.26  -0.131
C  3.62  -0.57  1.30  0.081
C  4.28  -0.73  0.09  0.038
C  3.58  -0.68  -1.11  0.081
C  2.21  -0.49  -1.05  -0.136
N  1.56  -0.38  0.11  0.028
C  1.25  -0.35  -2.15  -0.294
N  -0.01  -0.12  -1.87  -0.032
C  -0.74  0.01  -3.18  -0.207
C  0.37  -0.32  -4.20  0.025
O  1.60  -0.44  -3.39  0.117
C  -1.95  -0.89  -3.28  -0.230
C  -1.82  -2.27  -3.14  -0.060
C  -2.92  -3.09  -3.26  -0.054
C  -4.17  -2.53  -3.54  -0.058
C  -4.30  -1.16  -3.68  -0.058
C  -3.19  -0.34  -3.55  -0.036
H  0.70  1.25  4.76  0.145
H  0.42  -0.45  5.25  0.149
H  -1.21  -0.78  3.50  0.153
H  -3.29  0.09  4.05  0.123
H  -4.89  1.97  4.06  0.119
H  -4.14  4.24  3.44  0.118
H  -1.78  4.64  2.83  0.117
H  -0.17  2.78  2.83  0.116
H  4.14  -0.58  2.24  0.147
H  5.35  -0.88  0.08  0.140
H  4.07  -0.78  -2.07  0.147
H  -1.06  1.05  -3.26  0.150
H  0.55  0.47  -4.93  0.148
H  0.23  -1.27  -4.69  0.143
H  -0.85  -2.71  -2.93  0.122
H  -2.82  -4.16  -3.16  0.120
H  -5.03  -3.17  -3.65  0.123
H  -5.27  -0.73  -3.91  0.122
H  -3.30  0.73  -3.66  0.125
S  -7.68  -1.58  -0.75  0.678
C  -6.14  -1.19  -0.45  -1.454
S  -5.51  0.45  -0.56  0.940
C  -3.87  0.04  -0.23  -1.072
C  -3.60  -1.24  0.04  -1.049
S  -1.92  -1.70  0.32  0.666
S  -4.92  -2.36  0.03  0.936
S  -2.54  1.20  -0.22  0.628

No. 3
Molecular formula: C5H9Cl
Method: DFT, the ωB97M-V functional and the def2-TZVPD basis

Properties
**HOMO energy**: -9.597 eV
**SMILES**: C=C(C)[C@H](C)Cl
**Relative energy (zero: lowest compared OMol25 entry of this formula, charge and spin)**: 1.741 eV
**HOMO-LUMO gap**: 10.53 eV

Last column: Löwdin charge in e.
Atoms and positions in Å:
C  1.43  -1.32  -0.71  0.080
C  0.52  -0.54  -0.04  -0.365
C  0.84  0.19  1.34  -0.058
C  -0.85  -0.31  -0.50  -0.646
C  -1.21  1.33  -0.60  -0.093
Cl  -2.23  -1.14  0.42  0.517
H  2.41  -1.33  -0.47  0.017
H  1.14  -2.12  -1.37  0.067
H  1.93  0.26  1.55  0.083
H  0.58  -0.44  2.11  0.030
H  0.44  1.18  1.67  0.084
H  -0.86  -0.88  -1.46  0.089
H  -1.75  1.37  -1.57  0.060
H  -0.44  2.12  -0.59  0.068
H  -1.94  1.63  0.21  0.067

No. 4
Molecular formula: C21H17FN4OS
Method: DFT, the ωB97M-V functional and the def2-TZVPD basis

Properties
**HOMO energy**: -8.764 eV
**SMILES**: O=C(CCCSc1nnnn1-c1cccc2ccccc12)c1ccc(F)cc1
**Relative energy (zero: lowest compared OMol25 entry of this formula, charge and spin)**: 0.070 eV
**HOMO-LUMO gap**: 8.71 eV

Last column: Löwdin charge in e.
Atoms and positions in Å:
O  -4.58  -2.01  -1.57  0.094
C  -4.00  -1.68  -0.56  -0.381
C  -3.18  -2.68  0.23  -0.118
C  -1.72  -2.24  0.34  -0.257
C  -1.11  -2.07  -1.04  -0.444
S  0.58  -1.39  -0.96  1.014
C  0.17  0.24  -0.56  -0.607
N  -1.03  0.75  -0.36  0.055
N  -0.85  2.04  -0.14  -0.009
N  0.37  2.36  -0.20  0.069
N  1.08  1.25  -0.46  -0.066
C  2.47  1.23  -0.64  -0.172
C  3.02  2.01  -1.62  0.004
C  4.40  1.98  -1.86  -0.062
C  5.21  1.17  -1.12  -0.023
C  4.68  0.38  -0.08  -0.158
C  5.50  -0.44  0.72  -0.029
C  4.98  -1.18  1.75  -0.074
C  3.61  -1.11  2.03  -0.067
C  2.78  -0.34  1.28  -0.048
C  3.28  0.41  0.19  -0.109
C  -4.01  -0.28  -0.08  -0.180
C  -4.17  0.73  -1.03  -0.014
C  -4.13  2.06  -0.67  -0.006
C  -3.95  2.37  0.66  -0.288
F  -3.93  3.67  1.03  0.069
C  -3.82  1.40  1.63  -0.004
C  -3.84  0.07  1.26  -0.035
H  -3.61  -2.79  1.23  0.117
H  -3.25  -3.65  -0.27  0.123
H  -1.67  -1.28  0.86  0.082
H  -1.15  -2.98  0.91  0.114
H  -1.70  -1.39  -1.65  0.078
H  -1.01  -3.03  -1.55  0.087
H  2.37  2.64  -2.22  0.119
H  4.81  2.60  -2.64  0.107
H  6.27  1.13  -1.31  0.114
H  6.56  -0.47  0.51  0.113
H  5.62  -1.80  2.35  0.104
H  3.21  -1.68  2.86  0.107
H  1.73  -0.28  1.52  0.102
H  -4.30  0.44  -2.07  0.122
H  -4.23  2.85  -1.40  0.120
H  -3.69  1.69  2.67  0.119
H  -3.76  -0.69  2.02  0.114

No. 5
Molecular formula: C30H42BClN2O15
Method: DFT, the ωB97M-V functional and the def2-TZVPD basis

Properties
**HOMO energy**: -9.141 eV
**SMILES**: CCOCCOCc1cc2nccnc2c(B(C)O)c1Cl.C[C@@H]1COC(=O)O1.C[C@@H]1COC(=O)O1.C[C@@H]1COC(=O)O1.C[C@@H]1COC(=O)O1
**Relative energy (zero: lowest compared OMol25 entry of this formula, charge and spin)**: 1.799 eV
**HOMO-LUMO gap**: 8.07 eV

Last column: Löwdin charge in e.
Atoms and positions in Å:
C  -1.72  3.70  2.32  -0.087
C  -1.10  4.50  1.11  -0.268
O  -2.01  4.79  0.05  -0.166
C  -2.77  3.65  -0.37  -0.184
C  -1.90  2.40  -0.81  -0.177
O  -2.26  1.98  -2.14  -0.208
C  -3.07  0.81  -2.14  -0.184
C  -2.33  -0.50  -1.71  -0.158
C  -3.09  -1.50  -1.00  0.043
C  -2.52  -2.79  -0.49  -0.188
N  -3.39  -3.64  0.17  0.103
C  -2.73  -4.76  0.57  -0.097
C  -1.30  -5.07  0.29  -0.084
N  -0.47  -4.25  -0.40  0.113
C  -1.11  -3.07  -0.78  -0.156
C  -0.29  -2.06  -1.53  -0.025
B  1.27  -2.35  -1.90  -0.422
C  2.39  -2.75  -0.83  -0.021
O  1.69  -2.26  -3.27  0.028
C  -0.89  -0.81  -1.99  -0.451
Cl  0.13  0.33  -2.91  0.754
H  -1.04  3.78  3.22  0.084
H  -2.74  4.04  2.62  0.083
H  -1.78  2.61  2.04  0.065
H  -0.76  5.50  1.52  0.121
H  -0.15  3.99  0.77  0.116
H  -3.33  3.98  -1.29  0.137
H  -3.58  3.36  0.37  0.124
H  -0.80  2.65  -0.85  0.125
H  -2.07  1.60  -0.03  0.125
H  -3.94  0.98  -1.43  0.133
H  -3.55  0.64  -3.15  0.145
H  -4.18  -1.29  -0.80  0.120
H  -3.33  -5.53  1.12  0.097
H  -0.89  -6.04  0.65  0.108
H  3.03  -1.85  -0.55  0.093
H  2.01  -3.29  0.07  0.052
H  3.11  -3.46  -1.35  0.081
H  1.60  -3.16  -3.64  0.108
C  1.34  3.57  -3.55  -0.035
C  2.53  4.50  -3.44  -0.337
C  3.82  3.89  -3.94  -0.100
O  4.80  4.56  -3.15  0.070
C  4.19  4.92  -1.99  -0.556
O  4.77  5.32  -1.02  0.154
O  2.84  4.77  -2.07  0.077
H  0.43  4.10  -3.27  0.090
H  1.22  3.19  -4.56  0.095
H  1.44  2.73  -2.86  0.044
H  2.32  5.45  -3.94  0.159
H  3.98  4.08  -5.00  0.142
H  3.89  2.81  -3.75  0.144
C  4.60  -7.84  1.33  -0.023
C  4.69  -6.41  1.82  -0.341
C  3.36  -5.79  2.12  -0.106
O  3.60  -4.40  1.88  0.054
C  4.61  -4.34  0.96  -0.553
O  4.93  -3.35  0.39  0.151
O  5.20  -5.55  0.80  0.089
H  5.60  -8.27  1.22  0.086
H  4.03  -8.46  2.02  0.090
H  4.14  -7.88  0.34  0.093
H  5.36  -6.35  2.68  0.160
H  3.05  -5.94  3.16  0.140
H  2.56  -6.12  1.46  0.138
C  3.56  8.25  -1.18  -0.023
C  2.66  9.40  -0.76  -0.335
C  1.20  9.12  -0.97  -0.105
O  0.67  10.43  -1.20  0.063
C  1.68  11.18  -1.71  -0.549
O  1.53  12.26  -2.20  0.162
O  2.87  10.54  -1.60  0.086
H  4.59  8.47  -0.91  0.094
H  3.27  7.32  -0.69  0.080
H  3.54  8.11  -2.26  0.096
H  2.87  9.69  0.27  0.160
H  0.73  8.67  -0.10  0.139
H  0.99  8.50  -1.85  0.139
C  -6.61  -5.86  5.19  -0.022
C  -5.59  -6.92  4.83  -0.341
C  -4.79  -6.60  3.59  -0.123
O  -4.48  -7.89  3.09  0.056
C  -5.45  -8.74  3.52  -0.546
O  -5.61  -9.84  3.12  0.170
O  -6.23  -8.14  4.47  0.088
H  -7.08  -6.10  6.14  0.087
H  -6.14  -4.87  5.27  0.091
H  -7.41  -5.82  4.45  0.094
H  -4.93  -7.12  5.68  0.160
H  -3.88  -6.04  3.82  0.137
H  -5.36  -6.05  2.84  0.139

No. 6
Molecular formula: C31H55NO13S
Method: DFT, the ωB97M-V functional and the def2-TZVPD basis

Properties
**HOMO energy**: -8.616 eV
**SMILES**: CCCCCCCCCCC[C@@]1(Cc2ccccc2)OS(=O)(=O)O[C@@H]1NCC.COC(=O)OC.COC(=O)OC.COC(=O)OC
**HOMO-LUMO gap**: 8.58 eV

Last column: Löwdin charge in e.
Atoms and positions in Å:
C  7.91  -0.16  1.64  -0.150
C  7.49  -1.09  0.32  -0.264
C  6.92  -2.52  0.90  -0.240
C  6.11  -3.40  -0.27  -0.215
C  4.68  -3.88  0.42  -0.231
C  3.67  -4.45  -0.76  -0.231
C  2.26  -4.88  0.01  -0.221
C  1.06  -5.29  -1.06  -0.205
C  -0.37  -4.61  -0.60  -0.197
C  -1.31  -4.30  -1.91  -0.195
C  -1.86  -2.76  -2.03  -0.133
C  -2.92  -2.33  -0.81  -0.311
C  -4.20  -3.33  -1.02  -0.093
C  -5.47  -3.07  -0.02  -0.134
C  -5.53  -3.99  1.39  -0.018
C  -6.80  -3.84  2.45  -0.065
C  -8.05  -2.78  2.18  -0.072
C  -8.00  -1.86  0.82  -0.062
C  -6.73  -2.05  -0.25  -0.036
O  -2.31  -2.32  0.56  -0.196
S  -1.28  -0.97  0.74  0.871
O  -1.31  -0.13  2.03  -0.306
O  0.24  -1.12  0.44  -0.330
O  -1.82  -0.09  -0.62  -0.207
C  -3.07  -0.72  -1.11  -0.294
N  -4.27  0.05  -0.60  -0.029
C  -4.01  1.57  -0.68  -0.251
C  -3.61  2.21  0.77  -0.115
H  8.04  -0.90  2.55  0.069
H  8.95  0.39  1.44  0.074
H  7.06  0.60  1.90  0.073
H  8.40  -1.24  -0.42  0.112
H  6.63  -0.54  -0.28  0.105
H  7.84  -3.15  1.30  0.118
H  6.14  -2.33  1.78  0.108
H  5.91  -2.76  -1.23  0.106
H  6.79  -4.31  -0.59  0.113
H  4.14  -2.96  0.94  0.123
H  4.82  -4.77  1.19  0.125
H  3.42  -3.66  -1.59  0.113
H  4.07  -5.44  -1.28  0.123
H  1.97  -3.97  0.69  0.106
H  2.41  -5.82  0.72  0.117
H  0.88  -6.45  -1.13  0.112
H  1.42  -4.94  -2.12  0.099
H  -0.13  -3.67  0.07  0.081
H  -0.97  -5.38  0.07  0.122
H  -2.16  -5.13  -2.03  0.113
H  -0.61  -4.47  -2.86  0.114
H  -0.95  -2.03  -2.12  0.136
H  -2.49  -2.66  -3.02  0.130
H  -3.89  -4.47  -0.87  0.129
H  -4.60  -3.28  -2.15  0.149
H  -4.70  -4.79  1.65  0.092
H  -6.91  -4.49  3.44  0.083
H  -8.97  -2.65  2.90  0.078
H  -8.83  -1.07  0.53  0.084
H  -6.75  -1.39  -1.22  0.074
H  -3.08  -0.60  -2.28  0.170
H  -5.01  -0.10  -1.36  0.097
H  -5.07  2.04  -0.99  0.124
H  -3.28  1.86  -1.56  0.115
H  -4.29  3.17  0.95  0.078
H  -2.49  2.61  0.80  0.085
H  -3.83  1.43  1.63  0.094
C  -1.71  4.55  4.62  -0.048
O  -2.26  5.87  4.64  -0.011
C  -3.47  5.97  4.05  -0.559
O  -4.10  5.07  3.52  0.101
O  -3.88  7.27  4.15  -0.011
C  -5.15  7.53  3.56  -0.054
H  -0.73  4.58  5.12  0.095
H  -2.35  3.85  5.16  0.100
H  -1.55  4.22  3.59  0.096
H  -5.93  6.95  4.06  0.098
H  -5.13  7.31  2.49  0.098
H  -5.37  8.59  3.70  0.094
C  -9.23  3.09  -5.48  -0.052
O  -7.97  2.60  -5.05  -0.013
C  -7.07  3.57  -4.72  -0.560
O  -7.26  4.77  -4.78  0.111
O  -5.92  2.96  -4.33  -0.017
C  -4.88  3.86  -3.96  -0.054
H  -9.87  2.24  -5.71  0.094
H  -9.71  3.68  -4.69  0.099
H  -9.12  3.70  -6.39  0.099
H  -5.19  4.47  -3.10  0.101
H  -4.60  4.49  -4.80  0.100
H  -4.01  3.27  -3.66  0.082
C  14.19  1.49  1.36  -0.053
O  13.64  2.80  1.39  -0.011
C  12.43  2.91  0.80  -0.560
O  11.80  2.00  0.27  0.103
O  12.02  4.20  0.89  -0.011
C  10.75  4.46  0.30  -0.052
H  15.17  1.52  1.86  0.094
H  13.55  0.79  1.90  0.099
H  14.35  1.15  0.33  0.098
H  9.97  3.88  0.80  0.097
H  10.77  4.25  -0.77  0.099
H  10.53  5.52  0.44  0.094

No. 7
Molecular formula: C4H6O2
Method: DFT, the ωB97M-V functional and the def2-TZVPD basis

Properties
**HOMO energy**: -9.935 eV
**SMILES**: C1OCC12CO2
**Relative energy (zero: lowest compared OMol25 entry of this formula, charge and spin)**: 2.908 eV
**HOMO-LUMO gap**: 10.90 eV

Last column: Löwdin charge in e.
Atoms and positions in Å:
C  -0.87  0.94  0.46  -0.088
O  -1.82  0.08  -0.20  -0.101
C  -0.85  -0.95  -0.41  -0.089
C  0.23  -0.06  0.17  -0.421
C  1.62  0.07  -0.20  -0.061
O  1.23  -0.36  1.11  0.012
H  -0.81  1.94  0.01  0.126
H  -1.07  1.03  1.53  0.131
H  -1.07  -1.88  0.13  0.128
H  -0.72  -1.16  -1.48  0.126
H  2.11  -0.72  -0.78  0.120
H  2.02  1.07  -0.32  0.117

No. 8
Molecular formula: C2H2N2
Method: DFT, the ωB97M-V functional and the def2-TZVPD basis

Properties
**HOMO energy (alpha / beta)**: -9.655 / -10.059 eV
**Relative energy (zero: lowest compared OMol25 entry of this formula, charge and spin)**: 6.132 eV
**HOMO-LUMO gap (alpha / beta)**: 8.72 / 9.40 eV

Last column: Löwdin charge in e.
Atoms and positions in Å:
C  0.60  -0.27  0.66  -0.064
C  -0.68  0.54  -0.63  -0.011
N  -0.28  0.91  0.70  -0.052
N  0.78  0.73  -0.29  -0.085
H  0.45  -1.40  0.56  0.127
H  -0.87  -0.52  -1.00  0.085

No. 9
Molecular formula: C4H10O
Method: DFT, the ωB97M-V functional and the def2-TZVPD basis

Properties
**HOMO energy**: -10.192 eV
**SMILES**: CC(C)CO
**Relative energy (zero: lowest compared OMol25 entry of this formula, charge and spin)**: 0.439 eV
**HOMO-LUMO gap**: 11.24 eV

Last column: Löwdin charge in e.
Atoms and positions in Å:
C  -1.22  -0.69  0.64  -0.088
C  -0.03  0.18  0.21  -0.416
C  -0.51  1.41  -0.57  -0.085
C  1.09  -0.61  -0.50  -0.247
O  2.34  -0.47  0.17  -0.075
H  -1.84  -0.16  1.37  0.076
H  -0.88  -1.63  1.11  0.074
H  -1.86  -0.96  -0.21  0.080
H  0.46  0.55  1.12  0.128
H  -1.16  1.13  -1.41  0.079
H  -1.08  2.08  0.09  0.076
H  0.33  1.97  -0.98  0.079
H  1.27  -0.24  -1.51  0.118
H  0.82  -1.68  -0.59  0.115
H  2.26  -0.87  1.04  0.086